(1)
Computed, not measured: the ion C10H11N2O2 with charge +1 at a distorted geometry, with wB97M-V/def2-TZVPD.

Cartesian coordinates (Å):
O  -3.59523  -2.14635  -0.25533
O  -1.85448  -1.09126  -1.16763
N  -2.62886  -0.36012  0.92917
N  -1.78097  1.43193  1.88449
C  0.51970  -1.72832  0.40174
C  2.72975  -1.19047  0.98442
C  -2.77472  -1.28276  -0.10402
C  0.43531  -0.62340  -0.41394
C  1.54283  0.22734  -0.59211
C  -0.68054  -0.37021  -1.25924
C  2.69858  -0.13507  0.09524
C  1.72952  -2.05443  1.02504
C  -0.72543  0.52162  -2.40995
C  -1.79752  0.61258  0.80375
H  -0.29862  -2.49358  0.51790
H  -2.31251  1.14258  2.67183
H  3.70092  -1.26027  1.47606
H  -3.32801  -0.36341  1.73727
H  -1.36772  0.33432  -3.24081
H  3.68727  0.34320  0.10518
H  0.29352  0.54492  -2.81673
H  -1.13692  1.53404  -2.03896
H  1.40131  1.06714  -1.34335
H  1.68851  -2.98609  1.56297
H  -1.21221  2.23133  1.90835

Atomic forces in eV per Å
O 1.42 1.71 0.91
O 1.27 0.53 0.20
N -2.70 -2.09 1.03
N -0.32 -2.27 -2.41
C -0.36 -2.21 0.42
C 2.80 1.15 -0.46
C -0.96 -1.76 -1.13
C 0.18 0.52 -1.02
C 0.70 0.22 -0.76
C -3.95 -0.85 1.45
C 0.39 1.80 -0.13
C -3.58 -1.75 0.64
C 1.08 1.99 0.17
C 2.11 3.99 0.97
H 0.74 1.14 -0.38
H -0.32 0.38 1.11
H -0.49 -0.69 0.23
H 0.87 -0.70 -1.55
H -0.80 -1.06 -0.13
H -0.89 0.65 -0.76
H -0.38 0.75 0.01
H 1.13 -1.26 -0.36
H 0.89 -1.05 1.43
H 0.54 -0.04 0.35
H 0.62 0.90 0.16

Computed properties:
2S+1: 1
Net charge: +1
Relative energy (zero: lowest compared OMol25 entry of this formula, charge and spin): 42.2 kcal per mole
Frontier orbital gap (alpha / beta): 7.64 / 7.64 eV

Here are the natural (NBO) charges for atoms 1 to 2, given in e: O -0.474; O -0.522

---

(2)
Computed, not measured: a structure of composition C28H42BClF15GaIO14 at a distorted geometry, with wB97M-V/def2-TZVPD.

Cartesian coordinates (Å):
I  -5.21398  -3.52135  -6.07425
Ga  -4.99351  -2.24717  -3.73768
Cl  -8.48767  -1.54347  -2.28933
F  9.89088  -0.98543  2.27793
F  5.98431  0.54794  -3.58389
F  -11.51728  -5.09974  4.75823
F  2.95081  0.54184  6.41383
F  5.26230  -1.46559  -3.91068
F  4.33244  -0.94443  7.17126
F  -10.11543  -4.83281  6.39571
F  -0.02708  4.93913  2.60069
F  3.08807  -1.39364  5.44789
F  -11.42502  -3.20963  5.81444
F  -1.25533  4.70023  0.83147
F  0.53275  3.50526  1.07274
F  11.82485  -1.48440  1.43735
F  10.15768  -2.82961  1.16265
F  4.87292  0.06681  -5.38522
O  3.51990  1.48737  -3.27461
O  -1.18124  0.71765  -0.72819
O  8.89878  -1.11565  -0.42355
O  -0.96568  2.33356  -2.16479
O  -9.67715  -2.64302  3.82491
O  0.15400  6.92592  0.51719
O  4.80282  1.15806  4.53636
O  1.95362  5.62088  0.16489
O  2.84211  -0.64281  -3.00288
O  5.86401  -0.76833  5.01575
O  -8.74109  -4.66751  4.13584
O  -4.19619  -2.69813  -0.35384
O  -6.40907  -3.33879  0.08434
O  10.85279  -0.01633  -0.62716
C  8.37685  -0.46146  -1.59978
C  2.37627  1.93226  -1.16643
C  -2.63904  -0.86922  -2.42387
C  10.13223  -0.79000  -0.07152
C  0.73634  7.98090  -1.59892
C  -10.68833  -4.21900  5.34678
C  -6.60296  -3.54251  3.80531
C  -1.36973  1.25131  -1.93795
C  -5.66405  -3.57437  -2.34243
C  -9.63921  -3.71793  4.34248
C  -2.13029  0.47701  -2.96838
C  -6.34860  0.25419  -2.68513
C  4.95422  -0.17603  -4.06711
C  0.00931  4.71575  1.27500
C  10.51137  -1.53693  1.21557
C  0.82237  8.04614  -0.08898
C  7.91117  0.52573  4.80551
C  -6.13674  -0.56423  -3.95861
C  3.63305  0.17327  -3.36668
C  -3.00068  -1.84104  -3.56568
C  -7.40058  -0.26666  -1.68191
C  6.94294  -0.42066  4.12772
C  -7.69877  -4.37260  3.17729
C  4.87745  0.11359  5.10964
C  0.84342  5.79393  0.56923
C  3.79379  -0.42606  6.05507
C  2.30068  1.98486  -2.67423
C  8.86842  -1.14215  -2.85846
B  -5.39301  -3.18656  -0.86118
H  6.55329  -0.00235  3.20080
H  -8.11568  -3.88089  2.30047
H  -2.62741  -1.44514  -4.50369
H  1.85540  8.09648  0.25282
H  -5.79092  -3.39693  3.09450
H  -1.82905  -1.30710  -1.86415
H  -1.52085  0.32895  -3.83954
H  8.62476  -2.20481  -2.83637
H  8.63253  0.59695  -1.58877
H  -6.71069  -3.81576  -2.45682
H  8.26738  0.09837  5.74355
H  1.44158  1.43289  -3.04830
H  1.26243  7.10964  -1.98718
H  -7.30322  -5.33438  2.85887
H  -8.04491  0.55044  -1.41574
H  -7.05400  -0.80758  -4.47473
H  -5.56973  0.06428  -4.63949
H  7.44378  -1.35398  3.88090
H  9.95062  -1.05718  -2.95634
H  7.43376  1.47615  5.04255
H  7.29503  -0.53870  -1.53118
H  -6.97431  -2.56458  4.11047
H  -3.53787  -3.38721  -0.25025
H  2.19808  3.01387  -3.00974
H  3.25530  2.47135  -0.80838
H  -2.51517  -2.79676  -3.41681
H  -6.95002  -4.06116  -0.24533
H  0.30966  8.93181  0.28016
H  -6.92996  -0.57763  -0.76200
H  -5.40589  0.41143  -2.18218
H  -6.21299  -4.03711  4.69698
H  1.48747  2.37882  -0.73297
H  -6.68173  1.24786  -2.97404
H  -5.12376  -4.50421  -2.53698
H  2.45534  0.90555  -0.80783
H  8.40583  -0.69334  -3.73556
H  -1.13486  1.46612  -0.12189
H  -0.30315  7.90336  -1.91831
H  -2.97693  1.10367  -3.19915
H  1.17514  8.87436  -2.04217
H  -3.45862  -0.65541  -1.75692
H  8.76712  0.72162  4.16102

Atomic forces in eV per Å
I -0.01 -0.05 -0.07
Ga -0.06 0.33 0.07
Cl -0.05 -0.04 0.12
F 0.02 -0.01 -0.20
F -0.19 -0.07 -0.02
F 0.16 0.12 0.04
F 0.17 -0.12 -0.11
F -0.11 0.19 0.07
F -0.07 0.10 -0.20
F -0.08 0.10 -0.18
F 0.12 0.06 -0.23
F 0.16 0.14 0.05
F 0.13 -0.12 -0.12
F 0.26 0.04 0.03
F -0.03 0.22 0.09
F -0.21 0.11 -0.11
F -0.01 0.25 -0.04
F -0.06 0.04 0.22
O 0.20 -0.03 -0.23
O -0.69 -0.83 0.71
O 0.03 -0.01 0.29
O 1.18 3.27 -0.56
O -0.23 0.13 0.13
O -0.08 -0.14 0.21
O -0.20 0.11 0.08
O 0.06 -0.23 0.05
O 0.15 -0.27 -0.06
O -0.22 -0.14 0.03
O -0.22 -0.16 0.08
O 0.12 0.13 0.30
O 0.34 -0.26 0.41
O 0.23 0.00 0.16
C -0.26 0.12 -0.59
C 0.36 -0.23 0.09
C 0.47 0.02 -1.23
C -0.41 0.16 -0.41
C -0.07 -0.26 -0.07
C -0.33 -0.09 0.40
C -0.05 0.10 0.28
C -0.67 -1.35 -0.50
C 0.52 -0.03 0.55
C 0.50 -0.12 -0.37
C -0.38 -1.30 1.53
C -0.88 -0.09 -0.64
C 0.51 -0.26 -0.31
C -0.48 -0.49 0.20
C 0.29 -0.44 0.47
C 0.17 0.46 -0.32
C -0.13 0.14 0.22
C 0.88 -0.53 0.26
C -0.44 0.44 0.20
C -0.91 0.13 0.27
C 0.58 0.44 -0.12
C 0.57 0.13 -0.23
C 0.52 0.18 -0.36
C 0.46 -0.08 -0.29
C 0.07 0.50 -0.17
C -0.40 -0.12 0.39
C -0.52 0.24 0.37
C 0.26 -0.17 0.08
B -0.41 -0.31 -0.38
H -0.19 0.07 0.10
H -0.14 0.10 0.11
H 0.02 -0.02 -0.34
H 0.01 -0.20 0.03
H -0.05 -0.01 -0.08
H 0.15 -0.12 0.55
H 0.34 0.15 -0.47
H -0.12 0.03 -0.02
H 0.18 -0.04 0.13
H -0.40 0.01 -0.29
H 0.06 -0.08 -0.06
H 0.12 -0.16 -0.07
H 0.08 0.03 0.04
H -0.18 -0.12 0.16
H -0.40 0.28 0.13
H -0.38 0.02 0.02
H 0.19 0.13 -0.27
H -0.17 -0.13 0.14
H -0.01 0.10 0.00
H -0.02 0.01 -0.10
H 0.02 -0.13 0.23
H -0.02 0.03 -0.11
H 0.18 0.13 -0.15
H 0.21 -0.03 -0.14
H -0.07 0.12 -0.02
H 0.23 -0.29 0.04
H -0.52 0.37 -0.15
H -0.15 -0.14 0.12
H 0.00 -0.64 0.19
H 0.32 -0.11 0.38
H 0.04 -0.07 -0.06
H -0.04 0.04 -0.09
H -0.11 0.34 -0.05
H 0.33 -0.04 -0.27
H -0.10 -0.03 -0.06
H -0.05 0.02 0.03
H 0.50 0.07 0.13
H -0.01 0.10 0.02
H -0.23 0.35 -0.48
H 0.00 0.02 0.04
H -0.20 -0.17 0.42
H -0.01 -0.05 -0.03

Computed properties:
2S+1: 1
Net charge: -1
Frontier orbital gap: 6.53 eV

Here are the Mulliken charges for atoms 1 to 2, given in e: I -0.541; Ga -0.160

---

(3)
Computed, not measured: a cluster of 2 separate species, H2IO in total, with wB97M-V/def2-TZVPD.

Cartesian coordinates (Å):
I  -2.02364  -0.41146  -2.80408
O  0.60433  0.01759  1.29984
H  1.43985  0.01454  0.83281
H  -0.02055  0.37934  0.67143

Atomic forces in eV per Å
I 0.07 0.05 0.08
O 0.15 0.03 0.47
H 0.11 -0.04 -0.18
H -0.33 -0.03 -0.37

Computed properties:
2S+1: 1
Net charge: -1
Relative energy (zero: lowest compared OMol25 entry of this formula, charge and spin): 6.0 kcal per mole
Frontier orbital gap: 7.15 eV

Here are the natural (NBO) charges for atoms 1 to 2, given in e: I -0.999; O -0.951

---

(4)
Computed, not measured: a cluster of 2 separate species, C3H8S in total at a distorted geometry, with wB97M-V/def2-TZVPD.

Cartesian coordinates (Å):
S  -2.50162  0.31513  0.29311
C  1.49004  1.04315  -0.02913
C  1.47330  -0.17446  -0.55967
C  2.48907  -1.22544  -0.20304
H  2.87626  -1.05390  0.79411
H  2.13182  -2.21773  -0.45349
H  2.27154  1.28795  0.68412
H  -3.15992  -0.27108  1.29971
H  0.93727  -0.29339  -1.48557
H  3.34582  -1.10905  -0.88322
H  0.78692  1.82694  -0.25867
H  -1.85577  -0.80610  -0.04841

Atomic forces in eV per Å
S -0.02 0.10 -0.05
C 0.22 -0.28 0.41
C 0.93 0.79 -0.35
C 0.27 0.63 -1.16
H -0.16 -0.50 0.27
H -0.15 -0.30 0.70
H -0.30 0.00 0.37
H 0.02 -0.06 -0.02
H -0.77 -0.49 0.04
H -0.03 0.08 0.08
H -0.01 0.05 -0.35
H 0.00 -0.02 0.07

Computed properties:
2S+1: 1
Relative energy (zero: lowest compared OMol25 entry of this formula, charge and spin): 25.4 kcal per mole
SMILES: C=CC.S
Frontier orbital gap: 10.33 eV

Here are the natural (NBO) charges for atoms 1 to 2, given in e: S -0.286; C -0.392

---

(5)
Computed, not measured: a structure of composition C2H3N2O2 at a distorted geometry, with wB97M-V/def2-TZVPD.

Cartesian coordinates (Å):
O  -2.31742  -1.17268  -0.97356
O  -0.00609  -1.26749  -0.35391
N  1.54246  0.38155  0.28934
N  -0.83087  0.48095  0.14138
C  0.36396  -0.06408  0.14805
C  -1.32268  -0.76198  -0.54715
H  1.50650  1.32780  0.77760
H  -1.24392  1.36824  0.52855
H  2.30806  -0.29230  -0.01030

Atomic forces in eV per Å
O 0.96 0.19 0.08
O 0.76 -0.54 -0.74
N 1.04 0.36 0.97
N -2.43 1.24 0.33
C -1.49 -1.19 -1.46
C -0.28 1.16 1.63
H 1.53 -1.64 -1.03
H 0.56 -1.35 -0.80
H -0.63 1.77 1.02

Computed properties:
2S+1: 1
Net charge: +1
Relative energy (zero: lowest compared OMol25 entry of this formula, charge and spin): 18.3 kcal per mole
Frontier orbital gap: 12.49 eV

Here are the natural (NBO) charges for atoms 1 to 2, given in e: O -0.365; O -0.436

---

(6)
Computed, not measured: a structure of composition C4H2BaO2 at a distorted geometry, with wB97M-V/def2-TZVPD.

Cartesian coordinates (Å):
Ba  -2.19263  -0.93490  0.70773
O  0.23481  0.56438  0.21365
O  0.14445  1.78804  -0.52111
C  2.28031  -1.00433  -0.80368
C  1.57394  0.36416  -0.46897
C  2.73812  -0.38959  0.22992
C  1.33100  1.57542  -1.07326
H  1.77994  2.27056  -1.77876
H  2.12761  -1.74432  -1.58171

Atomic forces in eV per Å
Ba 0.26 0.18 0.00
O -0.10 -0.65 0.02
O -0.69 0.43 0.16
C -0.54 0.84 0.23
C 0.08 0.16 -0.70
C 0.35 -0.46 0.21
C 0.79 -0.67 -0.34
H -0.11 -0.22 0.23
H -0.03 0.39 0.19

Computed properties:
2S+1: 2
Net charge: +1
Relative energy (zero: lowest compared OMol25 entry of this formula, charge and spin): 121.2 kcal per mole
Frontier orbital gap (alpha / beta): 5.16 / 8.66 eV

Here are the natural (NBO) charges for atoms 1 to 2, given in e: Ba 1.005; O -0.353

---

What is the 2S+1 in the fifth record? 1

---

Among the records above, which one has the highest 2S+1? C4H2BaO2